Entry 1:
The following is a quantum chemistry calculation of the molecule C8H11NOS, from the OMol25 dataset.

```
22
C8H11NOS, DFT wB97M-V/def2-TZVPD
C -3.969 0.430 -0.401
C 2.424 -1.004 2.155
C 2.851 0.597 -2.000
C -2.687 0.459 -0.776
C 1.443 -0.348 1.604
C 1.667 1.007 -1.610
C -1.786 -0.378 0.016
C -0.293 -0.019 0.108
N -2.266 -1.357 0.620
O 0.377 -0.888 0.937
S 0.287 -0.124 -1.662
H -4.744 0.742 -1.080
H -4.156 -0.143 0.464
H 3.156 -0.383 2.864
H 2.431 -2.120 2.220
H 3.667 1.251 -2.141
H 2.781 -0.403 -2.266
H -2.389 0.730 -1.746
H 1.309 0.721 1.981
H 1.467 1.993 -1.001
H -0.020 1.071 0.412
H -1.550 -1.834 1.300
```

The LUMO energy is 0.73 eV. As for the SMILES: [H]/N=C(/C=C)[C@@H](OC=C)SC=C. The value obtained for the orbital gap is 9.59 eV. The calculation puts the relative energy (zero: lowest compared OMol25 entry of this formula, charge and spin) at 4.210 eV. The calculated total energy comes out at -22842.873 eV. Its maximum force is 3.69 eV/Å.

Mulliken population analysis, charges in e, atoms 1 to 4: number 1, C, carries -0.619; number 2, C, carries -0.672; number 3, C, carries -0.639; number 4, C, carries -0.573

Entry 2:
The following is a quantum chemistry calculation of a cluster of 7 separate species, C30H79B2FO32P7 in total, from the OMol25 dataset.

```
151
C30H79B2FO32P7, DFT wB97M-V/def2-TZVPD
C 2.149 4.943 1.195
C 1.951 5.019 -0.322
O 1.137 3.968 -0.833
B 1.750 2.747 -0.906
O 3.121 2.688 -1.222
C 0.986 1.366 -0.709
O 0.144 1.249 -1.864
B -0.610 0.006 -1.577
O -0.827 0.117 -0.095
C -0.035 1.183 0.471
C 0.440 0.479 1.763
C 1.565 -0.527 1.550
P 3.183 0.099 2.071
O 3.090 1.214 3.009
O 3.971 -1.138 2.766
C 5.258 -0.766 3.262
C 6.409 -1.354 2.425
O 4.091 0.606 0.848
C 4.394 -0.388 -0.157
C 5.389 0.210 -1.147
C -1.095 2.301 0.631
C -1.170 2.903 2.000
O -0.290 3.406 2.639
F -2.420 2.852 2.587
H 1.211 5.204 1.677
H 2.540 3.983 1.527
H 2.840 5.753 1.448
H 2.898 5.145 -0.844
H 1.391 5.943 -0.494
H 3.148 2.438 -2.152
H 1.728 0.577 -0.876
H -1.678 0.138 -2.163
H -0.035 -1.077 -1.715
H -0.426 -0.106 2.072
H 0.654 1.168 2.579
H 1.382 -1.357 2.242
H 1.581 -0.970 0.556
H 5.419 0.308 3.317
H 5.346 -1.173 4.270
H 7.298 -1.414 3.050
H 6.148 -2.308 1.974
H 6.632 -0.635 1.635
H 3.470 -0.638 -0.685
H 4.756 -1.296 0.326
H 6.400 -0.172 -1.007
H 5.053 -0.006 -2.159
H 5.408 1.286 -0.996
H -2.063 1.857 0.429
H -0.974 3.118 -0.081
C -0.730 -5.875 4.671
O 0.695 -5.750 4.532
P 1.269 -5.271 3.057
O 0.632 -6.271 2.150
O 2.769 -5.689 3.504
C 3.015 -6.964 4.089
O 1.826 -4.187 1.964
C 3.191 -3.749 1.898
H -0.967 -5.826 5.732
H -1.256 -5.074 4.154
H -1.048 -6.840 4.280
H 2.334 -7.724 3.704
H 2.926 -6.900 5.173
H 4.037 -7.247 3.841
H 3.808 -4.540 1.470
H 3.563 -3.450 2.868
H 3.224 -2.888 1.238
C -0.476 2.318 -7.065
O -1.497 1.309 -7.107
P -1.291 -0.006 -6.122
O 0.064 -0.483 -6.524
O -2.471 -0.810 -6.901
C -2.460 -0.894 -8.315
O -1.518 -0.809 -4.726
C -2.653 -1.635 -4.482
H -0.900 3.245 -7.448
H -0.129 2.482 -6.047
H 0.357 2.021 -7.702
H -1.444 -0.903 -8.711
H -3.020 -0.063 -8.744
H -2.955 -1.825 -8.594
H -2.555 -2.565 -5.042
H -3.584 -1.133 -4.734
H -2.659 -1.859 -3.417
C -1.537 6.498 3.052
O -0.520 7.370 3.581
P -0.964 8.430 4.757
O -2.114 9.140 4.128
O 0.435 9.230 4.610
C 0.891 9.642 3.327
O -1.153 8.875 6.329
C -0.107 9.479 7.092
H -1.041 5.649 2.591
H -2.196 6.138 3.838
H -2.113 7.028 2.295
H 0.060 9.872 2.661
H 1.518 8.867 2.888
H 1.493 10.539 3.465
H 0.031 10.510 6.771
H 0.825 8.927 7.011
H -0.421 9.474 8.136
C 0.153 -9.000 0.900
O -0.357 -10.352 0.851
P -1.042 -10.941 2.225
O 0.031 -10.723 3.236
O -1.046 -12.445 1.620
C 0.138 -12.989 1.053
O -2.329 -11.240 3.205
C -3.140 -12.409 3.081
H 0.225 -8.632 -0.121
H -0.505 -8.348 1.464
H 1.144 -9.001 1.347
H 1.032 -12.601 1.541
H 0.174 -12.774 -0.014
H 0.102 -14.069 1.188
H -2.597 -13.273 3.459
H -3.457 -12.577 2.055
H -4.028 -12.255 3.695
C -6.544 -4.657 1.577
O -5.685 -3.514 1.520
P -4.106 -3.735 1.982
O -4.277 -4.341 3.338
O -3.855 -2.144 2.019
C -4.746 -1.279 2.708
O -2.536 -4.075 1.689
C -1.581 -3.064 1.318
H -7.395 -4.469 0.924
H -6.033 -5.558 1.243
H -6.902 -4.792 2.597
H -5.192 -1.768 3.575
H -5.527 -0.933 2.031
H -4.172 -0.417 3.043
H -1.336 -2.457 2.188
H -1.941 -2.438 0.508
H -0.678 -3.574 0.981
C -2.855 8.020 -4.891
O -2.119 8.590 -5.981
P -1.425 7.524 -7.075
O -0.646 6.754 -6.043
O -0.576 8.769 -7.686
C 0.007 9.745 -6.830
O -0.923 6.541 -8.326
C -0.303 7.036 -9.513
H -3.527 8.786 -4.506
H -3.441 7.162 -5.211
H -2.164 7.723 -4.104
H 0.305 9.315 -5.875
H -0.690 10.566 -6.669
H 0.891 10.135 -7.334
H 0.719 7.340 -9.290
H -0.859 7.861 -9.950
H -0.277 6.218 -10.234
```

The LUMO energy is -0.48 eV. The value obtained for the orbital gap is 4.23 eV. Its charge is -1. The calculated total energy comes out at -167009.307 eV. Its maximum force is 8.28 eV/Å.

Mulliken population analysis, charges in e, atoms 1 to 4: number 1, C, carries -0.521; number 2, C, carries -0.540; number 3, O, carries -0.525; number 4, B, carries 0.862

Entry 3:
The following is a quantum chemistry calculation of the molecule C4H5FO, from the OMol25 dataset.

```
11
C4H5FO, DFT wB97M-V/def2-TZVPD
C -1.631 -1.050 -0.188
C -0.922 -0.088 0.313
C 0.674 -0.290 0.272
C 1.374 0.902 -0.102
O 1.149 -1.429 0.423
F -1.381 1.195 0.469
H -2.675 -0.931 -0.186
H -1.169 -2.001 -0.468
H 0.754 1.856 0.278
H 1.418 0.910 -1.230
H 2.409 0.927 0.420
```

The LUMO energy is 0.31 eV. As for the SMILES: C=C(F)C(C)=O. The value obtained for the orbital gap is 10.50 eV. The calculation puts the relative energy (zero: lowest compared OMol25 entry of this formula, charge and spin) at 0.732 eV. The calculated total energy comes out at -8992.297 eV. Its maximum force is 4.01 eV/Å.

Mulliken population analysis, charges in e, atoms 1 to 4: number 1, C, carries -0.681; number 2, C, carries 0.427; number 3, C, carries 0.486; number 4, C, carries -0.803

Entry 4:
The following is a quantum chemistry calculation of a structure of composition C8H24CoO8, from the OMol25 dataset.

```
41
C8H24CoO8, DFT wB97M-V/def2-TZVPD
Co -0.327 0.304 0.011
C 2.479 -3.039 -3.215
C 2.605 -1.883 -4.209
O 2.345 -0.571 -3.611
O 1.312 -2.795 -2.383
H 3.399 -3.077 -2.631
H 2.321 -4.023 -3.658
H 1.837 -1.856 -4.982
H 3.611 -1.925 -4.626
H 2.374 0.028 -4.361
H 1.074 -3.658 -2.036
C -1.012 4.607 2.593
C -0.534 5.227 1.298
O 0.415 4.410 0.656
O -1.356 3.282 2.501
H -1.924 5.089 2.942
H -0.291 4.622 3.411
H 0.118 6.065 1.544
H -1.404 5.622 0.773
H 1.255 4.857 0.786
H -1.782 3.099 3.342
C -4.823 0.571 -2.137
C -5.029 -0.885 -1.650
O -4.205 -0.988 -0.493
O -3.499 1.004 -2.088
H -5.315 1.150 -1.356
H -5.315 0.976 -3.021
H -4.666 -1.506 -2.469
H -6.081 -1.040 -1.408
H -4.244 -1.850 -0.071
H -3.203 1.297 -2.953
C 3.536 -1.764 3.528
C 2.834 -3.031 3.643
O 1.445 -2.791 3.369
O 3.215 -0.970 2.377
H 4.560 -1.820 3.899
H 3.067 -1.096 4.250
H 3.070 -3.550 4.572
H 3.181 -3.612 2.788
H 1.017 -3.649 3.306
H 3.942 -0.828 1.767
```

The LUMO energy (alpha / beta) is -8.06 / -12.51 eV. The value obtained for the orbital gap (alpha / beta) is 6.54 / 1.73 eV. Its charge is +2. The spin multiplicity is 4. The calculated total energy comes out at -62666.241 eV. Its maximum force is 2.91 eV/Å.

Mulliken population analysis, charges in e, atoms 1 to 4: number 1, Co, carries 0.971; number 2, C, carries -0.392; number 3, C, carries -0.429; number 4, O, carries -0.534

Q: Which of these has the highest maximum force?
A: C30H79B2FO32P7